Molecular formula: C9H28BrN3O12P2
Method: DFT, ωB97M-V/def2-TZVPD

Calculated values
Largest force on an atom = 0.8 eV/Å
LUMO = -0.20 eV
Total energy = -127447.71694 eV

Structure (XYZ):
```
55
Properties=species:S:1:pos:R:3:forces:R:3:lowdin_charge:R:1
C -2.8559 0.9494 -0.7252 -0.27 -0.03 -0.20 0.03
C -1.3688 1.0910 -0.7492 0.25 0.14 0.00 -0.43
O -0.8452 2.1470 -0.5252 -0.03 0.01 0.08 0.07
N -0.4811 -0.0562 -0.9519 -0.53 -0.52 0.16 0.02
C -0.9020 -1.0174 -1.9621 -0.05 -0.02 0.26 -0.46
C 0.1078 -1.2924 -3.0345 0.03 -0.05 -0.03 0.02
O -1.9905 -1.5283 -1.9544 0.06 -0.02 -0.15 0.08
C 0.0960 -0.5597 0.3179 0.35 0.60 -0.46 -0.49
C -0.8106 -0.3807 1.4444 -0.15 -0.27 0.14 -0.29
N -1.4911 -0.1913 2.3495 -0.01 0.12 0.03 0.23
C 0.6226 -2.0267 0.2331 -0.15 0.15 0.32 -0.37
C 1.4657 -2.2774 1.3957 -0.03 0.14 0.24 -0.36
N 2.0719 -2.4725 2.3517 0.05 -0.11 -0.03 0.20
P -0.6358 -3.4681 0.0269 0.16 -0.11 -0.62 0.94
C 0.0058 -4.6529 1.2366 -0.15 -0.17 0.04 -0.27
O -1.9558 -2.8856 0.8003 0.14 -0.03 0.31 -0.28
P 1.7499 0.4979 0.7154 0.34 -0.23 0.57 0.67
O 1.9666 1.2373 -0.7105 -0.06 0.09 -0.14 -0.36
Br 1.0341 2.1732 1.9823 -0.05 0.05 -0.18 0.45
H -3.1473 1.0484 0.3229 -0.05 -0.05 0.02 0.09
H -3.2562 0.0252 -1.1176 0.11 -0.05 0.04 0.07
H -3.2876 1.7994 -1.2468 -0.06 0.01 0.01 0.09
H -0.4143 -1.5508 -3.9528 0.02 0.01 -0.03 0.10
H 0.6915 -2.1747 -2.7580 0.04 0.00 0.01 0.09
H 0.7745 -0.4476 -3.1837 0.01 0.00 -0.05 0.09
H 1.2674 -2.1047 -0.6461 0.07 0.03 0.00 0.10
H -0.5876 -5.5565 1.0833 0.01 -0.03 0.04 0.04
H 1.0446 -4.9028 1.0247 0.05 0.02 0.06 0.05
H -0.1190 -4.3194 2.2661 0.15 0.07 0.00 0.05
H -2.7348 -3.2729 0.3901 -0.20 0.25 -0.08 0.06
H 2.0605 0.5455 -1.3804 0.09 0.11 -0.22 0.05
O -1.2390 -4.3724 -3.2395 0.01 0.05 -0.07 -0.09
H -1.4304 -3.6324 -2.6476 -0.07 -0.15 0.00 -0.05
H -2.0967 -4.6569 -3.5680 -0.01 0.03 -0.05 0.04
O 4.2652 3.1463 -2.1697 0.02 -0.19 -0.16 -0.04
H 3.4860 2.7520 -1.7601 -0.07 0.05 0.12 0.02
H 5.0102 2.6973 -1.7571 0.01 0.06 0.07 0.05
O 4.2604 2.2974 -5.0532 -0.01 -0.09 -0.02 -0.08
H 4.1571 3.1415 -5.5004 0.00 0.00 -0.01 0.03
H 4.3216 2.5273 -4.1160 -0.04 0.13 0.12 -0.02
O -3.3795 2.7143 2.6917 0.33 0.01 -0.11 -0.07
H -2.5417 2.4961 2.2650 -0.01 -0.15 0.06 0.01
H -3.1837 2.6215 3.6340 -0.20 0.09 0.12 0.02
O 4.3099 3.0349 3.4433 0.03 -0.04 -0.01 -0.08
H 4.0934 3.8147 3.9621 0.00 0.01 0.00 0.03
H 3.4583 2.6433 3.2204 -0.02 0.02 -0.01 -0.06
O 4.1117 -1.3378 -0.2633 -0.09 0.01 -0.17 -0.09
H 4.8955 -1.6448 -0.7293 0.02 -0.02 0.03 0.04
H 4.3450 -1.3412 0.6717 -0.07 -0.01 0.03 0.03
O -4.1844 2.2957 5.5572 -0.01 -0.04 -0.09 -0.05
H -4.6017 2.8676 6.2081 0.05 0.05 0.00 0.04
H -4.9145 1.9368 5.0413 0.01 -0.03 0.00 0.05
O -3.9106 3.9516 0.0625 0.21 -0.01 0.03 -0.06
H -3.0675 3.7930 -0.3752 0.04 0.13 -0.02 0.01
H -3.7036 3.8245 1.0000 -0.27 0.01 0.04 0.00
```
Forces are in eV/Å.